Record 1
Density functional theory data (ωB97M-V/def2-TZVPD) for 2 unconnected molecules or ions with the total composition C5H10O.

```
! RIJCOSX wB97M-V def2-TZVPD def2/J DEFGRID3
* xyz 0 1
C -1.2356 0.2351 1.3811
C 0.0733 0.0067 1.3038
C 1.0589 0.9450 0.6633
C 1.6236 0.3960 -0.6510
H -1.6732 1.1500 0.9835
H -1.9214 -0.4750 1.8349
H 0.4776 -0.9226 1.7100
H 1.8870 1.1394 1.3574
H 0.5681 1.9085 0.4796
H 0.8133 0.1769 -1.3562
H 2.2915 1.1206 -1.1283
H 2.1871 -0.5304 -0.4908
C -1.5337 -1.2853 -1.5201
O -2.5642 -1.7531 -1.1120
H -0.5857 -1.8596 -1.5375
H -1.4666 -0.2521 -1.9177
*
```

As for the structure (SMILES): C=CCC.C=O. Its total energy is -271.689882 Ha. The energy relative to the best compared isomer or geometry (same formula, charge and spin) is 1.7071 eV. The molar mass is 86.1 g/mol. Its LUMO energy is 0.88 eV. The HOMO energy is -9.80 eV. As for the HOMO-LUMO gap: 10.7 eV.


Record 2
Density functional theory data (ωB97M-V/def2-TZVPD) for a molecular structure, C21H69BrN21O12Pb in a non-equilibrium geometry.

```
! RIJCOSX wB97M-V def2-TZVPD def2/J DEFGRID3
* xyz 1 1
Pb 3.0921 -16.6695 27.9290
Br 0.2763 -16.1443 26.8102
C 6.1154 -17.6122 26.2042
O 5.2736 -17.7521 27.1246
N 6.1644 -18.2157 25.1118
N 6.7916 -16.4823 26.0850
H 6.9287 -18.1610 24.4538
H 5.6524 -19.0860 25.1331
H 6.5799 -15.8442 26.8388
H 7.5558 -16.5217 25.4259
C 3.9455 -13.9586 25.1301
O 3.6946 -14.7531 26.0695
N 5.1135 -13.4936 24.8305
N 2.9607 -13.3988 24.5116
H 5.8504 -13.7890 25.4548
H 5.4183 -12.9244 24.0538
H 2.0831 -13.8395 24.7476
H 3.1420 -12.6555 23.8523
C 9.2895 -17.7386 29.0901
O 10.4575 -17.8146 29.3917
N 8.6460 -16.6788 28.7795
N 8.4702 -18.7099 29.1106
H 7.8877 -16.7539 28.1167
H 9.1472 -15.8042 28.8431
H 8.7921 -19.4716 29.6906
H 7.5051 -18.4267 29.2022
C 1.1913 -17.1863 31.0020
O 1.6075 -17.5326 29.8840
N 1.5893 -17.6127 32.1594
N 0.1664 -16.4113 31.2843
H 1.0212 -17.4668 32.9816
H 2.3039 -18.3220 32.0796
H -0.1827 -15.8988 30.4871
H -0.0963 -16.1642 32.2278
C -3.0120 -16.2948 29.2245
O -3.9378 -16.0515 30.0063
N -1.9432 -16.9819 29.4540
N -3.0540 -15.8645 28.0482
H -1.6683 -17.2520 30.3876
H -1.4954 -17.3372 28.6213
H -3.8298 -15.3208 27.6980
H -2.1592 -15.7660 27.5905
C 4.8477 -18.5356 30.2148
O 4.3777 -17.5016 29.8198
N 5.6055 -18.6606 31.3194
N 4.4876 -19.6988 29.7898
H 5.3995 -17.9015 31.9530
H 6.0680 -19.5304 31.5423
H 3.8124 -19.7233 29.0390
H 4.8630 -20.5027 30.2723
C 5.9734 -14.2206 29.1776
O 5.7434 -14.7658 28.1302
N 5.8234 -14.7765 30.3048
N 6.2180 -12.9779 29.2881
H 5.9267 -14.1638 31.1010
H 5.7660 -15.7656 30.5008
H 6.4388 -12.5458 30.1739
H 5.8863 -12.3792 28.5454
C 2.2334 -19.8458 27.0218
O 2.8952 -19.0787 27.6024
N 2.6381 -21.0790 26.9190
N 1.0919 -19.5996 26.5448
H 1.8867 -21.7025 26.6608
H 3.4535 -21.2922 27.4755
H 0.7278 -20.1790 25.8019
H 0.5726 -18.7628 26.7689
C 2.3683 -13.9597 30.5218
O 2.5616 -14.5921 29.4957
N 2.7123 -14.4204 31.7132
N 1.7550 -12.8057 30.5382
H 3.1042 -15.3446 31.8245
H 2.7389 -13.7495 32.4677
H 1.2721 -12.3224 29.7944
H 1.6907 -12.4073 31.4641
C 2.5362 -16.0425 22.0245
C 1.9650 -17.1889 22.7869
C 2.9650 -17.8413 23.8442
O 3.3334 -19.2215 23.5882
C 4.1717 -19.4098 22.4351
N 0.7561 -16.8974 23.4081
H 2.9821 -15.3954 22.7799
H 1.7325 -15.5886 21.4448
H 3.3201 -16.4020 21.3579
H 1.6752 -17.9557 22.0685
H 2.4936 -17.7234 24.8199
H 3.8344 -17.1859 23.7910
H 5.0604 -18.7987 22.5928
H 3.8066 -19.1630 21.4382
H 4.5291 -20.4395 22.4370
H 0.8135 -16.5003 24.3350
H 0.1165 -16.2938 22.9114
C -3.7766 -12.3006 31.6533
C -2.6733 -11.6242 30.8656
C -1.8274 -12.5807 29.9594
O -1.0724 -12.0088 28.9055
C -0.6389 -12.9748 27.9569
N -3.3473 -10.6823 30.0065
H -3.3502 -12.8245 32.5088
H -4.1531 -13.1478 31.0801
H -4.6290 -11.7048 31.9798
H -2.0058 -11.0717 31.5268
H -2.5867 -13.2238 29.5145
H -1.2661 -13.2480 30.6134
H -0.0861 -13.8342 28.3364
H 0.0442 -12.5408 27.2267
H -1.4723 -13.4227 27.4157
H -4.1777 -11.0365 29.5537
H -2.8473 -10.2552 29.2399
C 2.6294 -11.1422 27.4244
C 3.8345 -10.4307 26.7148
C 3.8950 -8.8394 26.8013
O 4.0745 -8.6963 28.1340
C 4.0831 -7.3431 28.4708
N 5.1172 -11.0111 27.2040
H 2.5901 -12.2175 27.2502
H 1.7302 -10.7210 26.9748
H 2.7066 -11.0188 28.5046
H 3.7767 -10.6164 25.6423
H 2.9454 -8.5398 26.3579
H 4.7717 -8.5974 26.2005
H 5.0156 -6.9098 28.1093
H 4.0451 -7.2700 29.5577
H 3.2837 -6.7839 27.9846
H 5.0144 -12.0021 27.3697
H 5.3151 -10.6170 28.1126
*
```

Its total energy is -5661.159429 Ha. The molar mass is 1095.0 g/mol. Its LUMO energy is -2.25 eV. The HOMO energy is -10.19 eV. As for the HOMO-LUMO gap: 7.9 eV.


Record 3
Density functional theory data (ωB97M-V/def2-TZVPD) for a single C4H12N2S molecule in a non-equilibrium geometry.

```
! RIJCOSX wB97M-V def2-TZVPD def2/J DEFGRID3
* xyz 0 1
N 2.4009 -0.0307 1.7887
C 2.0006 1.0368 0.8498
C 1.1151 0.4125 -0.2397
N -0.2486 0.2651 0.1747
C -1.1590 0.0069 -0.9558
C -2.4808 -0.5949 -0.5230
S -3.2686 -1.4871 -1.9211
H 3.1415 0.2555 2.4253
H 1.6535 -0.1257 2.4755
H 1.5838 1.9198 1.3430
H 2.8827 1.4159 0.3240
H 1.0898 1.1321 -1.0669
H 1.6561 -0.4598 -0.6277
H -0.4701 -0.3435 0.9391
H -1.1505 0.9200 -1.5777
H -0.6837 -0.6800 -1.6785
H -3.1451 0.2090 -0.2016
H -2.4029 -1.2525 0.3416
H -2.5150 -2.5994 -1.8697
*
```

As for the structure (SMILES): NCCNCCS. Its total energy is -667.268360 Ha. The energy relative to the best compared isomer or geometry (same formula, charge and spin) is 0.7217 eV. The molar mass is 120.2 g/mol. Its LUMO energy is 0.99 eV. The HOMO energy is -8.66 eV. As for the HOMO-LUMO gap: 9.7 eV.


Record 4
Density functional theory data (ωB97M-V/def2-TZVPD) for a molecular structure, C34H40Br2N6OS2Te4Ti in a non-equilibrium geometry.

```
! RIJCOSX wB97M-V def2-TZVPD def2/J DEFGRID3
* xyz 1 2
Ti -0.4008 0.8462 -2.0392
N 2.7625 -0.0320 0.7269
C 2.8380 0.1922 -0.7622
C 3.1974 -1.0706 -1.5180
C 2.8772 -0.8217 -2.9958
N 1.4040 -0.6725 -3.1947
C 3.6158 0.4195 -3.4933
C 3.4447 1.6636 -2.6258
N 2.0703 2.1828 -2.7741
C 3.7136 1.3570 -1.1450
H 2.1615 -0.8420 0.9031
H 2.2940 0.7473 1.2243
H 3.6774 -0.1955 1.1427
H 1.8525 0.4463 -1.0300
H 2.6172 -1.9254 -1.1544
H 4.2635 -1.3058 -1.4120
H 3.2311 -1.6771 -3.5693
H 0.9771 -1.5803 -3.0350
H 1.2358 -0.4482 -4.1714
H 3.2946 0.6455 -4.5156
H 4.6813 0.1817 -3.5493
H 4.1875 2.3960 -2.9457
H 1.8320 2.2734 -3.7555
H 2.0070 3.1163 -2.3816
H 3.4714 2.2397 -0.5437
H 4.7758 1.1217 -1.0006
S 0.1819 1.9976 -0.0624
C 0.1152 0.8295 1.2566
N 0.7568 1.2384 2.4800
C 0.7378 0.2227 3.5440
C -0.4607 -0.6938 3.3918
N -0.4049 -1.3380 2.1018
C -0.8191 -2.7273 2.0112
C 0.2922 -3.6969 2.3590
C 0.1237 -4.6569 3.3454
C 1.1505 -5.5457 3.6574
C 2.3579 -5.4793 2.9798
C 2.5346 -4.5247 1.9811
C 1.5080 -3.6434 1.6775
C -0.2483 -0.4601 1.0313
S -0.2970 -1.1284 -0.6006
C 0.5024 2.6126 2.9586
C -0.7904 2.7437 3.7311
C -0.8058 2.8786 5.1143
C -2.0104 2.9701 5.8056
C -3.2126 2.9282 5.1142
C -3.2082 2.7996 3.7290
C -2.0049 2.7084 3.0430
H 0.7048 0.7168 4.5138
H 1.6488 -0.3831 3.5074
H -1.3726 -0.0860 3.4781
H -0.4594 -1.4486 4.1786
H -1.1774 -2.9227 1.0046
H -1.6610 -2.8877 2.6893
H -0.8196 -4.7134 3.8807
H 1.0038 -6.2890 4.4326
H 3.1566 -6.1701 3.2207
H 3.4706 -4.4820 1.4341
H 1.6229 -2.9221 0.8715
H 0.4654 3.2630 2.0924
H 1.3529 2.9235 3.5637
H 0.1334 2.9219 5.6580
H -2.0083 3.0788 6.8831
H -4.1507 3.0081 5.6502
H -4.1440 2.7837 3.1822
H -2.0033 2.6294 1.9593
C -3.3498 0.7307 0.0177
C -3.3450 0.1782 -1.3632
C -4.3934 -0.6977 -1.7580
C -4.3969 -1.2782 -2.9734
C -3.3635 -0.9752 -3.8987
C -3.2513 -1.5111 -5.1992
Br -4.5205 -2.7485 -5.8327
C -2.2243 -1.1548 -6.0208
C -1.2714 -0.2229 -5.5822
Br 0.1415 0.2590 -6.7232
C -1.3394 0.3575 -4.3392
O -0.4776 1.2753 -3.8923
C -2.3951 -0.0578 -3.4685
N -2.3803 0.4813 -2.1906
H -4.2262 1.3706 0.1382
H -2.4662 1.3208 0.2181
H -3.4134 -0.0846 0.7427
H -5.1785 -0.9113 -1.0421
H -5.1777 -1.9748 -3.2518
H -2.1470 -1.5789 -7.0125
Te -1.0709 3.5651 -2.3439
Te -3.5990 4.0702 -1.9308
Te -0.2593 5.5077 -4.1031
Te 0.2610 5.7659 -1.4252
*
```

Its total energy is -9589.265945 Ha. The energy relative to the best compared isomer or geometry (same formula, charge and spin) is 0.8068 eV. The molar mass is 1330.9 g/mol. Its LUMO energy (spin up / spin down) is -3.54 / -3.49 eV. The expectation value of S² is 0.7560. The HOMO energy (spin up / spin down) is -9.02 / -9.02 eV. As for the HOMO-LUMO gap (spin up / spin down): 5.5 / 5.5 eV.


Record 5
Density functional theory data (ωB97M-V/def2-TZVPD) for a molecular structure, C13H16Cl8CuF15MgO15S5 in a non-equilibrium geometry.

```
! RIJCOSX wB97M-V def2-TZVPD def2/J DEFGRID3
* xyz -1 2
Cu -2.1365 -35.4253 -1.3917
Mg -5.9994 -36.2564 1.4247
C -8.4417 -32.7887 2.5932
F -7.9034 -32.0700 1.5983
F -7.5428 -32.8634 3.5694
F -9.5260 -32.1840 3.0403
S -8.7946 -34.5049 1.9399
O -7.4061 -34.9535 1.6775
O -9.4192 -35.2373 3.0212
O -9.5930 -34.3523 0.7401
C -5.4212 -38.7736 5.0279
F -4.1177 -38.5474 5.1649
F -5.6492 -39.6395 4.0400
F -5.8767 -39.3027 6.1651
S -6.3126 -37.1400 4.7044
O -6.0068 -36.9034 3.2758
O -7.7041 -37.3572 5.0055
O -5.6194 -36.2363 5.6014
C -3.9504 -39.4133 -1.0120
F -4.5169 -38.7661 -2.0500
F -4.8047 -40.2627 -0.4905
F -2.8829 -40.0516 -1.4924
S -3.4464 -38.1547 0.2594
O -4.6894 -37.6052 0.7636
O -2.6543 -38.8896 1.1942
O -2.6443 -37.1559 -0.4674
C -3.4143 -32.6203 2.1047
F -2.3726 -31.9827 1.5682
F -3.4327 -32.4574 3.4155
F -4.5279 -32.1030 1.6067
S -3.2332 -34.4602 1.7524
O -2.2434 -34.9103 2.7005
O -4.5259 -35.0826 1.9048
O -2.7974 -34.4970 0.3558
C -6.3809 -35.6337 -3.0747
F -7.6538 -35.8013 -2.7601
F -5.8640 -36.8243 -3.3758
F -6.2677 -34.8083 -4.0999
S -5.4771 -34.9001 -1.6057
O -4.0580 -35.1013 -1.9286
O -5.8525 -33.5168 -1.5780
O -5.8802 -35.6995 -0.4662
Cl 0.6003 -32.3888 0.3439
C 1.6031 -33.7082 0.9775
C 0.7904 -34.8973 1.4364
Cl 0.0618 -35.7933 0.0340
H 2.2296 -33.2888 1.7577
H 2.2037 -34.0454 0.1345
H -0.0239 -34.7010 2.1307
H 1.4313 -35.6835 1.8300
Cl -1.8215 -32.9563 -2.2765
C -2.2949 -31.3014 -1.8018
C -1.3206 -30.2789 -2.3415
Cl -1.1694 -30.2933 -4.1240
H -2.4499 -31.2011 -0.7335
H -3.2149 -31.0695 -2.3423
H -0.3098 -30.4083 -1.9521
H -1.6328 -29.2852 -2.0241
Cl -1.4003 -35.4307 8.3075
C -2.5654 -35.5924 6.9687
C -2.4997 -34.4985 5.9274
Cl -2.7685 -32.8822 6.6790
H -3.5389 -35.5518 7.4594
H -2.5537 -36.5840 6.5203
H -3.2701 -34.6254 5.1752
H -1.5059 -34.5228 5.4833
Cl -0.2678 -40.6951 4.6928
C -1.4137 -39.3948 4.3516
C -0.8363 -38.2494 3.5762
Cl 0.2032 -37.1773 4.5646
H -1.8373 -39.0191 5.2808
H -2.2796 -39.7755 3.8114
H -1.5910 -37.6456 3.0741
H -0.2578 -38.6070 2.7220
*
```

Its total energy is -10644.933546 Ha. The energy relative to the best compared isomer or geometry (same formula, charge and spin) is 0.0000 eV. The molar mass is 1229.0 g/mol. Its LUMO energy (spin up / spin down) is -0.27 / -2.95 eV. The expectation value of S² is 0.7520. The HOMO energy (spin up / spin down) is -7.13 / -7.13 eV. As for the HOMO-LUMO gap (spin up / spin down): 6.9 / 4.2 eV.


Record 6
Density functional theory data (ωB97M-V/def2-TZVPD) for a single C4H8N2O molecule in a non-equilibrium geometry.

```
! RIJCOSX wB97M-V def2-TZVPD def2/J DEFGRID3
* xyz 0 1
C -1.7708 0.5793 0.7347
N -0.3653 0.1787 0.7615
C 0.2331 -0.0344 -0.5466
C -0.3967 -1.1377 -1.3090
N -0.9229 -2.0047 -1.8670
C 1.7411 -0.2553 -0.3566
O 2.2847 0.8298 0.3413
H -2.4661 -0.2656 0.6412
H -2.0119 1.1368 1.6432
H -1.9370 1.2428 -0.1180
H -0.2624 -0.6649 1.3202
H 0.1002 0.8903 -1.1210
H 2.2400 -0.3229 -1.3277
H 1.8975 -1.2123 0.1699
H 1.6367 1.0400 1.0340
*
```

As for the structure (SMILES): CN[C@H](C#N)CO. Its total energy is -341.938731 Ha. The energy relative to the best compared isomer or geometry (same formula, charge and spin) is 1.7664 eV. The molar mass is 100.1 g/mol. Its LUMO energy is 0.81 eV. The HOMO energy is -10.18 eV. As for the HOMO-LUMO gap: 11.0 eV.